Here is a cluster of 10 separate species, C27H73NO19 in total at a distorted geometry from the Open Molecules 2025 dataset. Energies are from the ωB97M-V functional and the def2-TZVPD basis.

Relative energy (zero: lowest compared OMol25 entry of this formula, charge and spin): 0.000 eV
Gap between HOMO and LUMO (spin up / spin down): 7.9 / 3.7 eV
HOMO (spin up / spin down): -11.03 / -11.03 eV
E_tot: -2556.268078 a.u.
⟨S²⟩: 0.75
2S+1: 2
Largest force on an atom: 0.07836 Eh/bohr
Total charge: +1

Last column: Löwdin charge in e.
Element x y z (Å)
C (3.5466, -3.0582, -6.5390)  0.016
C (3.8214, -2.0458, -5.4212)  -0.459
C (3.2565, -0.6663, -5.8146)  -0.115
C (1.7134, -0.4477, -5.7430)  -0.147
C (1.3373, -0.8351, -4.3276)  -0.115
C (1.7610, -2.3354, -4.0087)  -0.421
N (3.2540, -2.4700, -4.1361)  0.093
O (3.7359, -3.6469, -3.6131)  0.125
C (1.3348, -2.5392, -2.5809)  -0.039
C (0.9652, -3.4070, -4.8036)  0.013
C (5.3531, -1.9193, -5.1966)  0.002
H (3.4131, -4.0415, -6.0879)  0.101
H (4.3413, -2.9599, -7.2785)  0.111
H (2.6289, -2.8273, -7.0800)  0.082
H (3.6509, 0.1351, -5.1898)  0.119
H (3.5459, -0.3356, -6.8120)  0.138
H (1.3598, -1.1632, -6.4853)  0.105
H (1.2953, 0.5267, -5.9957)  0.116
H (0.2626, -0.6641, -4.2663)  0.134
H (1.8191, -0.1902, -3.5927)  0.115
H (1.4291, -3.5962, -2.3318)  0.097
H (1.9902, -1.9528, -1.9370)  0.098
H (0.3226, -2.1600, -2.4404)  0.092
H (1.2719, -4.4070, -4.4968)  0.099
H (-0.1201, -3.4440, -4.7089)  0.116
H (1.1942, -3.3449, -5.8675)  0.063
H (5.5446, -1.1034, -4.4998)  0.092
H (5.8293, -1.5989, -6.1233)  0.103
H (5.7692, -2.8603, -4.8366)  0.094
H (3.9961, -3.4110, -2.7197)  0.158
C (-1.6812, -3.4916, -0.2006)  -0.225
C (-1.2838, -4.5981, 0.7386)  -0.260
O (-0.5922, -4.1258, 1.8412)  -0.053
O (-2.7655, -2.7282, 0.3961)  -0.070
H (-2.0508, -3.8297, -1.1687)  0.116
H (-0.8355, -2.8742, -0.5036)  0.086
H (-0.5277, -5.0683, 0.1098)  0.117
H (-2.0689, -5.2834, 1.0579)  0.135
H (-1.2179, -3.6743, 2.4123)  0.088
H (-2.7061, -1.8699, -0.0298)  0.032
C (1.5266, 2.2535, 5.0352)  -0.245
C (2.0646, 3.4764, 5.6401)  -0.223
O (1.9086, 3.2900, 7.0615)  -0.059
O (0.1758, 1.9261, 5.4279)  -0.068
H (2.2067, 1.4354, 5.2724)  0.122
H (1.6382, 2.3291, 3.9536)  0.101
H (1.4878, 4.3734, 5.4147)  0.116
H (3.0742, 3.7079, 5.3007)  0.131
H (1.0124, 3.4411, 7.3705)  0.086
H (0.2602, 1.3766, 6.2106)  0.086
C (-2.8120, 0.6014, 3.2759)  -0.181
C (-2.8529, 0.1026, 4.7490)  -0.194
O (-3.8288, 0.8455, 5.5153)  -0.060
O (-4.1438, 0.7249, 2.7492)  -0.078
H (-2.3934, -0.0871, 2.5418)  0.108
H (-2.3165, 1.5723, 3.2851)  0.100
H (-1.9120, 0.3943, 5.2156)  0.090
H (-2.9872, -0.9733, 4.8610)  0.119
H (-3.9687, 0.3079, 6.2982)  0.090
H (-4.6102, 1.1742, 3.4579)  0.086
C (-5.9708, -1.7066, 0.4397)  -0.189
C (-7.2689, -2.1742, -0.2249)  -0.212
O (-8.0697, -3.0999, 0.5878)  -0.085
O (-6.2801, -0.8990, 1.6491)  -0.097
H (-5.6100, -0.9790, -0.2874)  0.106
H (-5.2396, -2.4724, 0.6983)  0.102
H (-7.0501, -2.8021, -1.0886)  0.111
H (-7.9030, -1.3619, -0.5800)  0.113
H (-7.9471, -2.7814, 1.4851)  0.062
H (-5.6407, -0.2480, 1.9476)  0.026
C (2.0642, 2.8724, -0.2717)  -0.223
C (2.7673, 2.7446, 1.0196)  -0.176
O (2.4403, 1.4020, 1.4254)  -0.081
O (2.5413, 2.0180, -1.3198)  -0.096
H (2.1993, 3.8556, -0.7225)  0.132
H (0.9809, 2.7799, -0.1934)  0.123
H (2.3408, 3.4795, 1.7024)  0.132
H (3.8542, 2.8203, 0.9862)  0.132
H (2.8043, 0.8099, 0.7632)  0.087
H (3.4806, 1.8385, -1.2360)  0.106
C (1.0350, 3.0190, -3.8729)  -0.217
C (0.0108, 3.2751, -4.9828)  -0.228
O (0.6307, 4.1545, -5.9454)  -0.074
O (0.3841, 2.2201, -2.8714)  -0.094
H (1.4675, 3.9141, -3.4258)  0.127
H (1.7743, 2.4361, -4.4223)  0.101
H (-0.8181, 3.8620, -4.5870)  0.120
H (-0.3885, 2.3562, -5.4119)  0.110
H (0.0808, 4.3000, -6.7187)  0.085
H (1.0835, 1.8768, -2.3106)  0.005
C (-0.4647, 0.3022, 0.0896)  -0.212
C (-1.8300, 0.4794, -0.7368)  -0.201
O (-2.8720, 0.0768, 0.0713)  -0.044
O (-0.3861, 1.1762, 1.1641)  -0.088
H (0.3950, 0.5610, -0.5285)  0.088
H (-0.2048, -0.6904, 0.4575)  0.112
H (-1.6987, -0.1983, -1.5803)  0.106
H (-1.8304, 1.3992, -1.3217)  0.117
H (-2.7088, 0.5806, 0.8720)  0.057
H (0.5347, 1.1656, 1.4354)  0.047
C (-1.8260, 4.5686, 2.8273)  -0.224
C (-1.5155, 5.3080, 4.1428)  -0.220
O (-1.2841, 4.5637, 5.3521)  -0.068
O (-0.6738, 3.8399, 2.4127)  -0.080
H (-2.1526, 5.2136, 2.0115)  0.119
H (-2.6841, 3.9479, 3.0851)  0.111
H (-2.3341, 6.0076, 4.3118)  0.121
H (-0.5613, 5.7920, 3.9344)  0.108
H (-0.7518, 3.7861, 5.1686)  0.026
H (-0.7342, 2.8890, 2.2950)  0.035
C (1.4478, -1.7907, 3.5459)  -0.278
C (0.9267, -2.4745, 4.7982)  -0.225
O (1.5699, -2.0947, 6.0151)  -0.051
O (2.7676, -2.1313, 3.2834)  -0.054
H (1.3746, -0.7128, 3.6910)  0.105
H (0.9273, -2.0989, 2.6391)  0.106
H (1.0459, -3.5433, 4.6205)  0.131
H (-0.0998, -2.1175, 4.8814)  0.111
H (1.2062, -1.2792, 6.3679)  0.077
H (3.2402, -1.9947, 4.1078)  0.085

=====

Here is a structure of composition C27H75CaF6N13O12P4S2 at a distorted geometry from the Open Molecules 2025 dataset. Energies are from the ωB97M-V functional and the def2-TZVPD basis.

Gap between HOMO and LUMO: 6.6 eV
HOMO: -7.32 eV
E_tot: -6127.280323 a.u.
Largest force on an atom: 0.09149 Eh/bohr

Last column: Löwdin charge in e.
Element x y z (Å)
Ca (0.2803, -0.0029, -0.3317)  1.398
C (-1.5231, 2.5432, 3.0462)  -0.634
F (-0.5087, 1.9519, 3.6813)  0.113
F (-2.6793, 2.2430, 3.6320)  0.127
F (-1.4072, 3.8602, 3.0330)  0.147
S (-1.5883, 1.9146, 1.1754)  0.532
O (-2.6774, 2.6469, 0.5484)  -0.276
O (-0.3097, 2.2632, 0.5293)  -0.414
O (-1.6532, 0.4473, 1.2696)  -0.411
C (-2.8599, 0.3624, -4.0391)  -0.617
F (-2.0466, -0.4836, -4.6783)  0.111
F (-3.6763, 1.0153, -4.8884)  0.130
F (-3.7050, -0.3505, -3.2839)  0.101
S (-1.8518, 1.5083, -2.8794)  0.523
O (-2.8007, 2.4313, -2.2624)  -0.289
O (-1.2673, 0.6327, -1.8306)  -0.487
O (-0.8546, 2.2289, -3.6390)  -0.311
C (-0.9640, -4.5315, -0.8770)  0.064
N (0.1015, -3.4812, -0.7328)  -0.370
O (1.2918, -3.8430, -0.6696)  0.051
O (-0.2423, -2.3431, -0.4870)  -0.040
H (-1.9108, -4.1397, -0.5053)  0.101
H (-0.6308, -5.3509, -0.2401)  0.097
H (-0.9773, -4.7957, -1.9344)  0.094
O (1.2623, -0.9274, 1.4912)  -0.403
P (1.3289, -1.7919, 2.7344)  0.699
N (1.6736, -0.9666, 4.2201)  -0.307
C (2.5084, 0.2307, 4.2294)  -0.105
C (1.2754, -1.3473, 5.5752)  -0.120
N (2.6179, -2.9165, 2.6936)  -0.310
C (2.7340, -3.9102, 3.7907)  -0.087
C (3.8294, -2.5614, 2.0249)  -0.119
N (-0.0937, -2.7114, 3.0509)  -0.293
C (-1.3058, -1.9191, 3.3173)  -0.085
C (-0.3227, -4.0891, 2.6066)  -0.116
H (1.9965, 1.0219, 4.7772)  0.082
H (2.7611, 0.5128, 3.2073)  0.069
H (3.4051, -0.1000, 4.7534)  0.080
H (2.1298, -1.5135, 6.2313)  0.081
H (0.7867, -2.3154, 5.4657)  0.068
H (0.5555, -0.6257, 5.9615)  0.083
H (3.4130, -4.7072, 3.4874)  0.082
H (3.1230, -3.3945, 4.6687)  0.078
H (1.7998, -4.4487, 3.9506)  0.060
H (4.2397, -1.6771, 2.5125)  0.075
H (4.4752, -3.4395, 2.0291)  0.089
H (3.7345, -2.2678, 0.9795)  0.059
H (-1.1173, -1.1387, 4.0546)  0.078
H (-1.6347, -1.5458, 2.3475)  0.059
H (-2.1343, -2.5055, 3.7145)  0.089
H (-1.1746, -4.1389, 1.9284)  0.068
H (-0.7038, -4.6148, 3.4821)  0.084
H (0.5655, -4.6088, 2.2474)  0.073
O (1.5180, -0.9492, -2.1246)  -0.333
P (2.4583, -1.4305, -3.1325)  0.571
N (3.0516, -0.1749, -4.1203)  -0.286
C (1.9705, 0.8076, -4.3642)  -0.106
C (4.1436, -0.2789, -5.1560)  -0.074
N (1.8499, -2.5633, -4.2520)  -0.268
C (2.6431, -3.4018, -5.1427)  -0.122
C (0.3615, -2.6658, -4.2515)  -0.074
N (3.8754, -2.1560, -2.6346)  -0.288
C (4.9047, -1.3736, -2.0063)  -0.125
C (3.8617, -3.5182, -2.0093)  -0.091
H (1.1983, 0.3365, -4.9723)  0.084
H (2.3530, 1.7404, -4.7786)  0.088
H (1.6111, 1.2610, -3.4404)  0.048
H (4.8325, -1.0041, -4.7226)  0.058
H (4.6921, 0.6495, -5.3152)  0.078
H (3.6906, -0.5808, -6.1003)  0.074
H (2.7240, -3.0054, -6.1549)  0.073
H (3.6990, -3.3503, -4.8771)  0.068
H (2.3199, -4.4409, -5.2061)  0.084
H (-0.0362, -3.3533, -3.5051)  0.053
H (-0.1553, -1.7173, -4.1057)  0.059
H (0.1156, -3.0118, -5.2555)  0.088
H (5.7240, -2.0643, -1.8071)  0.093
H (5.2875, -0.6082, -2.6813)  0.047
H (4.5696, -0.7782, -1.1570)  0.072
H (3.6009, -3.4048, -0.9571)  0.055
H (4.8544, -3.9672, -2.0433)  0.080
H (3.3086, -4.2253, -2.6275)  0.072
O (2.1884, 1.2953, -0.0845)  -0.394
P (3.1294, 2.4805, -0.0105)  0.662
N (4.7167, 2.1205, -0.3635)  -0.305
C (5.5888, 1.4843, 0.5424)  -0.135
C (5.0175, 1.8401, -1.7598)  -0.109
N (3.2743, 3.2726, 1.5356)  -0.279
C (4.4434, 4.0751, 2.0243)  -0.133
C (2.1082, 3.5086, 2.3638)  -0.121
N (2.7033, 3.7826, -1.0064)  -0.275
C (1.4599, 3.7425, -1.7912)  -0.094
C (3.4701, 5.0565, -1.0549)  -0.074
H (5.1804, 0.4968, 0.7572)  0.074
H (5.5307, 1.9374, 1.5320)  0.058
H (6.6458, 1.5263, 0.2795)  0.099
H (4.1338, 1.3817, -2.2035)  0.060
H (5.8946, 1.2179, -1.9377)  0.080
H (5.1939, 2.7733, -2.2948)  0.077
H (4.8151, 3.8452, 3.0229)  0.078
H (5.3156, 4.0373, 1.3716)  0.067
H (4.1087, 5.1119, 2.0586)  0.075
H (2.4988, 3.6989, 3.3634)  0.081
H (1.5427, 4.3929, 2.0697)  0.090
H (1.4284, 2.6566, 2.3725)  0.050
H (0.7488, 4.4852, -1.4296)  0.095
H (1.7083, 3.9605, -2.8299)  0.084
H (0.9530, 2.7801, -1.7204)  0.043
H (4.0294, 5.2357, -0.1366)  0.049
H (2.7527, 5.8680, -1.1769)  0.087
H (4.2246, 5.0891, -1.8410)  0.071
O (-5.3195, 2.3014, -0.0818)  -0.287
P (-6.3397, 1.2761, 0.3959)  0.681
N (-7.9650, 1.7246, 0.0176)  -0.302
C (-9.1950, 0.8873, 0.3470)  -0.088
C (-8.2659, 3.1661, 0.0066)  -0.135
N (-6.3677, 1.0852, 2.1293)  -0.311
C (-5.8334, 2.0675, 3.0069)  -0.140
C (-6.9951, -0.0549, 2.7894)  -0.140
N (-6.0042, -0.3636, -0.0994)  -0.278
C (-6.4022, -0.8534, -1.4314)  -0.136
C (-4.5860, -0.7790, 0.1325)  -0.104
H (-9.4162, 0.9717, 1.4110)  0.068
H (-8.9177, -0.1033, -0.0136)  0.056
H (-10.0448, 1.2347, -0.2405)  0.071
H (-8.2239, 3.5655, 1.0199)  0.072
H (-9.1649, 3.4752, -0.5266)  0.076
H (-7.4787, 3.7011, -0.5247)  0.069
H (-6.4158, 2.9854, 3.0872)  0.075
H (-5.6281, 1.6990, 4.0120)  0.081
H (-4.8598, 2.3899, 2.6375)  0.060
H (-7.7179, 0.3441, 3.5010)  0.077
H (-7.4576, -0.8069, 2.1500)  0.064
H (-6.2164, -0.6484, 3.2684)  0.070
H (-6.4464, -1.9377, -1.5330)  0.075
H (-7.4439, -0.6467, -1.6771)  0.060
H (-5.7977, -0.4774, -2.2568)  0.068
H (-4.2807, -0.5333, 1.1496)  0.065
H (-3.9460, -0.0995, -0.4305)  0.065
H (-4.3703, -1.8045, -0.1674)  0.077

=====

What is the largest force on an atom in the second record?
0.09149 Eh/bohr